Run P
{"formula": "C7H14O", "method": "ωB97M-V/def2-TZVPD", "symbols": ["C", "C", "C", "C", "C", "C", "C", "H", "H", "H", "H", "H", "H", "H", "H", "H", "H", "H", "H", "O", "H", "H"], "coordinates": [[-2.735, -1.028, 0.764], [-1.415, -0.983, 0.673], [-0.922, -0.225, -0.475], [0.262, 0.393, -0.568], [0.733, 1.148, -1.814], [1.238, 0.539, 0.488], [1.494, 1.940, 1.169], [-3.270, -1.657, 1.524], [-3.360, -0.552, 0.076], [-0.679, -1.359, 1.369], [-1.632, -0.200, -1.275], [0.779, 2.264, -1.606], [-0.083, 1.155, -2.581], [1.759, 0.873, -2.220], [2.318, 0.278, 0.263], [0.844, -0.177, 1.247], [0.837, 2.058, 2.034], [1.439, 2.604, 0.275], [2.526, 1.856, 1.572], [0.107, -3.313, -0.331], [0.418, -2.648, 0.217], [-0.657, -2.967, -0.802]], "mulliken_charge": [-1.09, -0.17, -0.48, 1.04, -1.39, -0.42, -0.89, 0.24, 0.28, 0.36, 0.29, 0.31, 0.33, 0.29, 0.36, 0.09, 0.28, 0.26, 0.27, -0.65, 0.32, 0.36], "e_lumo_ev": 0.85}

=====

Run Q
{"formula": "C7H14O", "method": "ωB97M-V/def2-TZVPD", "symbols": ["C", "C", "C", "C", "C", "C", "C", "H", "H", "H", "H", "H", "H", "H", "H", "H", "H", "H", "H", "O", "H", "H"], "coordinates": [[-2.379, 0.439, -1.109], [-1.585, 0.456, -0.048], [-0.109, 0.500, 0.126], [0.470, 1.697, -0.124], [1.932, 1.782, -0.299], [0.567, -0.902, 0.232], [1.689, -0.955, 1.182], [-3.444, 0.355, -1.165], [-2.113, 0.661, -2.171], [-2.083, 0.614, 0.844], [-0.180, 2.651, -0.387], [2.324, 2.768, -0.389], [2.377, 1.062, -1.005], [2.413, 1.385, 0.632], [-0.250, -1.811, 0.282], [0.549, -1.053, -0.910], [2.108, -0.146, 1.857], [2.633, -1.034, 0.636], [1.385, -1.831, 1.814], [-2.016, -2.703, -0.123], [-2.851, -2.146, -0.106], [-1.438, -1.790, 0.228]], "mulliken_charge": [-0.42, -1.39, 0.87, -0.01, -1.11, -0.09, -1.42, 0.35, 0.22, 0.42, 0.25, 0.39, 0.27, 0.18, -0.19, 0.42, 0.35, 0.31, 0.32, -0.71, 0.37, 0.61], "e_lumo_ev": 0.91}

=====

Stability ranking, top and bottom: run P is the most stable and run Q is the least stable.

=====

Run P
{"formula": "C7H14O", "method": "ωB97M-V/def2-TZVPD", "symbols": ["C", "C", "C", "C", "H", "H", "H", "H", "H", "H", "H", "H", "C", "C", "C", "O", "H", "H", "H", "H", "H", "H"], "coordinates": [[-1.302, -0.440, -1.109], [-1.666, 0.252, -0.029], [-1.183, 1.640, 0.275], [-2.879, -0.149, 0.766], [-1.964, -1.183, -1.535], [-0.436, -0.380, -1.743], [-0.258, 1.854, -0.251], [-1.005, 1.752, 1.345], [-1.923, 2.385, -0.015], [-3.678, 0.580, 0.628], [-2.640, -0.187, 1.829], [-3.264, -1.117, 0.452], [2.879, -1.341, -0.858], [2.089, -0.408, -0.324], [1.768, -0.334, 1.135], [1.801, 0.760, -1.012], [3.154, -1.326, -1.900], [3.324, -2.117, -0.265], [1.938, 0.661, 1.541], [2.360, -1.056, 1.689], [0.712, -0.559, 1.281], [2.173, 0.713, -1.902]], "mulliken_charge": [-1.01, 0.95, -1.08, -1.32, 0.27, 0.29, 0.22, 0.31, 0.39, 0.32, 0.31, 0.37, -1.10, 0.97, -1.01, -0.45, 0.23, 0.26, 0.27, 0.37, 0.18, 0.27], "e_lumo_ev": 0.82}

=====

Run Q
{"formula": "C7H14O", "method": "ωB97M-V/def2-TZVPD", "symbols": ["C", "C", "C", "C", "C", "O", "H", "H", "H", "H", "H", "H", "H", "H", "H", "H", "C", "C", "H", "H", "H", "H"], "coordinates": [[-0.320, -0.623, -0.387], [-1.410, 0.353, -0.267], [-0.380, -1.441, -1.690], [-0.185, -1.540, 0.823], [1.102, 0.280, -0.615], [1.074, 1.080, -1.567], [1.935, -0.460, -0.558], [-0.934, 1.262, 0.437], [-1.254, -2.097, -1.681], [-0.975, -2.296, 0.820], [-1.647, 0.891, -1.182], [-2.289, 0.044, 0.294], [0.513, -2.061, -1.788], [-0.436, -0.781, -2.554], [-0.269, -0.992, 1.764], [0.776, -2.059, 0.811], [1.276, 1.219, 0.986], [0.123, 2.020, 1.172], [-0.400, 2.008, 2.121], [1.478, 0.492, 1.766], [2.168, 1.753, 0.677], [0.054, 2.949, 0.618]], "mulliken_charge": [1.70, -1.11, -1.75, -1.78, -0.13, -0.64, 0.42, -0.04, 0.43, 0.47, 0.34, 0.40, 0.40, 0.39, 0.37, 0.35, -0.68, -0.51, 0.33, 0.34, 0.41, 0.29], "e_lumo_ev": -0.59}

=====

Run R
{"formula": "C7H14O", "method": "ωB97M-V/def2-TZVPD", "symbols": ["C", "C", "C", "C", "C", "C", "C", "O", "H", "H", "H", "H", "H", "H", "H", "H", "H", "H", "H", "H", "H", "H"], "coordinates": [[1.492, 3.097, 0.968], [0.703, 2.396, 0.176], [-0.616, 1.836, 0.627], [-0.692, 0.303, 0.654], [-0.243, -0.375, -0.675], [-0.918, -1.748, -0.862], [-0.067, -2.933, -0.383], [1.334, -2.710, -0.372], [2.374, 3.619, 0.623], [1.400, 3.184, 2.049], [0.942, 2.261, -0.863], [-1.367, 2.165, -0.093], [-0.945, 2.284, 1.570], [-0.088, -0.029, 1.509], [-1.717, 0.016, 0.892], [0.827, -0.486, -0.520], [-0.471, 0.386, -1.422], [-1.861, -1.672, -0.317], [-1.135, -1.870, -1.923], [-0.299, -3.808, -0.987], [-0.299, -3.236, 0.637], [1.645, -2.682, -1.287]], "mulliken_charge": [-0.79, 0.04, -0.93, -0.66, -0.43, -0.66, -0.57, -0.53, 0.26, 0.26, 0.29, 0.31, 0.43, 0.27, 0.40, 0.32, 0.40, 0.33, 0.32, 0.34, 0.29, 0.31], "e_lumo_ev": 0.94}

=====

Run S
{"formula": "C7H14O", "method": "ωB97M-V/def2-TZVPD", "symbols": ["C", "C", "C", "C", "C", "C", "C", "H", "H", "H", "H", "H", "H", "H", "H", "H", "H", "H", "H", "O", "H", "H"], "coordinates": [[-2.349, -0.329, -0.893], [-1.622, -0.181, 0.203], [-0.298, 0.386, 0.266], [0.083, 1.617, -0.175], [1.363, 2.396, 0.125], [0.568, -0.398, 1.147], [0.431, -2.070, 1.031], [-3.381, -0.557, -0.967], [-1.883, -0.414, -1.859], [-2.073, -0.353, 1.131], [-0.817, 2.162, -0.500], [1.217, 3.337, 0.654], [1.808, 2.555, -0.833], [2.218, 1.780, 0.592], [1.692, -0.089, 1.213], [0.496, -0.133, 2.231], [-0.563, -2.065, 0.595], [0.342, -2.436, 2.027], [1.198, -2.491, 0.479], [0.612, -1.160, -2.385], [-0.050, -1.214, -1.732], [1.005, -0.342, -2.350]], "mulliken_charge": [-0.81, -0.57, 0.59, -0.13, -1.03, -0.80, -1.11, 0.31, 0.28, 0.50, 0.37, 0.30, 0.30, 0.27, 0.16, 0.37, 0.36, 0.38, 0.34, -0.63, 0.24, 0.32], "e_lumo_ev": 0.91}

=====

Stability ranking, top and bottom: run R is the most stable and run Q is the least stable.

=====

Run P
{"formula": "C4H8FN3", "method": "ωB97M-V/def2-TZVPD", "symbols": ["H", "N", "C", "N", "C", "C", "N", "C", "F", "H", "H", "H", "H", "H", "H", "H"], "coordinates": [[-3.720, 0.850, -0.384], [-3.290, -0.163, -0.353], [-2.051, -0.484, 0.076], [-1.093, 0.469, 0.368], [0.197, 0.076, 0.574], [1.178, -0.196, -0.516], [2.166, -1.301, -0.131], [1.170, 1.166, 0.262], [0.612, 2.320, -0.355], [-1.665, -1.552, 0.343], [-1.168, 1.367, -0.185], [0.535, -0.602, 1.328], [0.580, -0.117, -1.400], [1.711, -2.306, -0.431], [3.218, -1.138, -0.437], [1.621, 1.611, 1.242]], "mulliken_charge": [0.24, -0.68, 0.19, -0.38, -0.46, -0.02, -0.57, -0.16, -0.33, 0.28, 0.30, 0.44, 0.31, 0.27, 0.24, 0.33], "e_lumo_ev": 0.76}

=====

Run Q
{"formula": "C4H8FN3", "method": "ωB97M-V/def2-TZVPD", "symbols": ["H", "N", "C", "C", "C", "F", "N", "N", "C", "H", "H", "H", "H", "H", "H", "H"], "coordinates": [[1.480, 1.912, 0.143], [0.410, 1.745, 0.049], [0.063, 0.499, -0.118], [1.090, -0.623, -0.120], [2.452, -0.213, 0.367], [3.051, 0.607, -0.597], [-1.188, -0.014, -0.257], [-2.347, 0.733, -0.027], [-3.452, 0.027, -0.138], [0.843, -1.493, 0.567], [1.264, -0.986, -1.101], [3.079, -1.184, 0.698], [2.332, 0.429, 1.278], [-1.247, -1.045, -0.552], [-4.376, 0.655, 0.196], [-3.453, -1.048, -0.389]], "mulliken_charge": [0.30, -0.81, 0.47, -0.38, -0.67, -0.28, 0.14, -0.56, -0.27, 0.33, 0.30, 0.25, 0.39, 0.30, 0.25, 0.23], "e_lumo_ev": 0.68}

=====

Stability ranking, top and bottom: run Q is the most stable and run P is the least stable.

=====

Run P
{"formula": "C3H3F2N", "method": "ωB97M-V/def2-TZVPD", "symbols": ["C", "C", "C", "N", "F", "F", "H", "H", "H"], "coordinates": [[1.184, 0.410, 1.193], [0.196, -0.229, -0.763], [-1.113, -0.319, 0.322], [1.139, 0.268, 0.029], [-1.471, 1.007, 0.271], [-2.073, -0.844, -0.408], [1.857, 0.680, 1.943], [0.422, -1.249, -1.017], [-0.140, 0.276, -1.571]], "mulliken_charge": [-0.16, -0.23, -0.04, -0.10, -0.22, -0.17, 0.35, 0.26, 0.31], "e_lumo_ev": [-0.54, -0.18]}

=====

Run Q
{"formula": "C3H3F2N", "method": "ωB97M-V/def2-TZVPD", "symbols": ["C", "C", "F", "F", "C", "N", "H", "H", "H"], "coordinates": [[-0.990, 1.310, -0.031], [-0.306, -0.049, 0.007], [-0.677, -0.782, -1.103], [-0.682, -0.752, 1.116], [1.188, 0.060, 0.007], [2.330, 0.161, -0.005], [-2.090, 1.084, 0.028], [-0.653, 1.847, 0.918], [-0.696, 1.820, -0.926]], "mulliken_charge": [-1.09, 0.99, -0.26, -0.25, -0.04, -0.32, 0.29, 0.32, 0.35], "e_lumo_ev": 0.83}

=====

Stability ranking, top and bottom: run Q is the most stable and run P is the least stable.